Below is C47H57GeIN7O3Ti as an isolated structure, with properties calculated with wB97M-V/def2-TZVPD.

* total energy: -153963.11772 eV
* ⟨S²⟩: 0.76
* frontier orbital gap (alpha / beta): 6.7 / 6.2 eV
* relative energy (zero: lowest compared OMol25 entry of this formula, charge and spin): 0.707 eV

ORCA input file:
```
! wB97M-V def2-TZVPD RIJCOSX def2/J DEFGRID3
* xyz 2 2
I 4.03017 -4.65694 1.91425
Ge 0.39265 3.28636 -2.58547
Ti 0.12005 -1.25332 1.30707
O -0.61794 0.52787 0.90611
O 0.95995 1.98116 0.31219
O -1.43320 -1.77915 -0.10049
N -0.83497 -2.75254 2.40034
N 1.98057 -0.46983 2.37670
N -3.13020 -0.34608 0.20021
N 1.60938 -0.91737 -0.24473
N 0.72321 -3.22494 0.47460
N -0.42757 -0.46091 3.22733
N 2.14825 -3.26935 3.71397
C -1.34157 2.94812 -6.41885
C 3.04462 0.08432 -3.20061
C 0.15772 6.16261 -2.39182
C -3.74718 -1.47424 -2.61592
C 1.92708 0.91020 -3.16429
C 3.09150 -0.09734 1.47012
C -4.46179 0.20751 -0.07482
C -1.28638 2.52157 -0.25463
C -1.08299 2.82577 -5.05900
C 1.72630 0.55592 3.42199
C -0.02168 3.50850 -4.46443
C -2.46245 -3.29057 4.05392
C 2.49601 -4.90561 5.93433
C 2.97880 -4.29425 3.68905
C -2.61713 -1.44065 -0.34539
C 4.20615 0.46059 -2.53837
C 4.24490 1.66833 -1.85230
C -2.38801 -4.62874 3.69481
C 0.16497 -4.28398 0.91714
C 1.48058 -3.05087 4.85466
C -0.22299 1.65107 0.34914
C 3.12852 2.49716 -1.83022
C 1.41014 -1.84657 -1.37417
C 1.61648 -3.83174 5.98474
C 0.86910 7.55267 -0.56370
C 0.77694 4.32172 -5.27175
C -2.23793 -0.33323 4.90195
C -4.65053 0.66316 -1.51638
C 0.26603 7.41700 -1.80397
C 3.19535 -5.14756 4.76580
C -1.19384 2.44340 -1.78199
C 1.35976 6.43051 0.08986
C 3.00235 -0.98762 0.25699
C 0.22032 0.77692 3.63128
C -3.42800 -2.24022 -1.32196
C 1.95119 2.12889 -2.48255
C -0.75144 -4.04393 2.05687
C 0.64661 5.02238 -1.75134
C 0.30815 -5.63356 0.29526
C -0.54103 3.76353 -7.20372
C 1.24793 5.17682 -0.49711
C -1.43037 -0.97360 3.82147
C -1.65672 -2.38231 3.39213
C -1.50942 -5.01383 2.69469
C 0.51974 4.45064 -6.62876
C -4.89657 -0.47965 -2.49546
C 1.43128 -3.25937 -0.80892
H -0.30994 6.07872 -3.36601
H 3.23014 -2.02077 0.52560
H -1.42081 -6.05293 2.41513
H -3.24625 -0.74184 4.92516
H 4.05934 -0.19250 1.96718
H 1.62475 4.31274 0.03119
H -5.21906 -0.52789 0.20672
H -3.12034 -2.96349 4.84656
H 2.20722 0.25460 4.35390
H 3.19061 3.44529 -1.31123
H 3.02095 -0.83570 -3.77415
H 1.05785 -3.60082 6.88078
H -0.14476 1.58807 3.00442
H 2.94814 0.94049 1.17738
H 5.08945 -0.16433 -2.59008
H -1.09819 3.54199 0.08868
H -1.27771 1.40026 -2.10999
H 2.17912 -1.70914 -2.13321
H 0.94682 -3.94723 -1.50192
H 0.00348 1.01902 4.67162
H 1.34259 -5.80051 -0.00140
H -2.03690 2.97936 -2.22380
H -2.27928 2.22562 0.09518
H -3.76519 1.23672 -1.81608
H -4.57351 1.04909 0.60685
H -5.11499 -0.06863 -3.48166
H 2.18780 1.48986 3.10774
H 1.04171 0.61878 -3.72346
H -1.72813 2.18871 -4.46273
H 1.61376 4.86282 -4.84285
H -2.84235 -0.96491 -2.96555
H 2.64108 -5.54334 6.79628
H 2.23833 -1.34774 2.83711
H -4.35709 -2.55898 -0.83729
H 1.14669 5.08702 -7.23943
H -3.99357 -2.21396 -3.37772
H -5.49352 1.35505 -1.54444
H 3.89197 -5.96922 4.68691
H -0.11661 8.28894 -2.31800
H -0.31781 -5.69939 -0.59902
H 1.83554 6.53559 1.05699
H -1.78696 -0.50843 5.88244
H -0.74306 3.86529 -8.26174
H 3.69174 -0.67346 -0.53144
H -2.30192 0.74187 4.74943
H 0.01434 -6.43511 0.96708
H -2.16864 2.41180 -6.86604
H -2.99591 -5.36524 4.20203
H 0.80974 -2.19761 4.85366
H 0.44418 -1.62612 -1.82446
H 0.96038 8.53016 -0.10847
H -2.44518 0.24472 0.66303
H -5.79724 -1.02267 -2.18871
H 2.44834 -3.62272 -0.64137
H -2.84490 -3.13391 -1.53605
H 5.15896 1.98227 -1.36324
H 1.45389 0.05890 -0.52338
*
```